65
Properties=species:S:1:pos:R:3:forces:R:3:mulliken_charge:R:1 method="wB97M-V/def2-TZVPD" homo_energy_ev="-11.010 / -11.010" homo_lumo_gap_ev="4.711 / 5.308" de_lowest_ev=6.205 charge=+1 e_lumo_ev="-6.2990 / -5.7016" multiplicity=2 s2=0.880
O -1.825079 -0.887647 3.018660 -1.12 4.29 -0.63 -0.41
V -1.823699 0.692073 2.628200 3.95 -5.35 -0.77 1.05
N -0.666469 -0.719247 -0.065300 1.19 -5.60 -1.50 0.72
O -0.891629 0.270323 0.641890 -1.88 4.21 2.88 0.04
O -0.722839 -0.685727 -1.283690 -0.45 1.89 -0.59 -0.63
O -0.351569 -1.797427 0.446020 -0.17 0.76 1.17 -0.47
N 2.473071 -5.936707 -2.380930 -0.73 1.51 -1.36 -0.58
C 1.728461 -5.310987 -3.390570 -1.15 0.42 3.19 -0.41
C 1.065001 -4.083707 -3.165740 2.47 0.57 1.64 -0.38
C 1.504661 -3.292087 -2.046550 -0.53 -2.01 0.42 -0.06
C 2.295361 -3.916067 -1.028390 -1.55 0.19 -1.95 -0.43
C 2.694191 -5.228677 -1.248410 -0.20 -0.03 -1.20 -0.16
H 1.260511 -5.829197 -4.214510 0.99 -0.94 -0.17 0.34
H 0.234031 -3.776147 -3.783240 0.27 0.23 -0.27 0.54
H 0.994671 -2.366897 -1.822230 0.09 0.19 -0.07 0.34
H 2.355161 -3.539077 -0.018090 0.38 0.56 -0.13 0.40
H 3.210061 -5.700097 -0.424980 0.12 -0.58 -0.15 0.40
N -3.498359 3.934623 -3.150550 0.82 -1.29 -0.44 -0.58
C -2.839099 4.414313 -4.260780 -1.25 -1.01 2.40 -0.30
C -1.611889 3.951823 -4.597610 1.70 -1.25 -0.50 -0.39
C -0.965289 2.968853 -3.810400 -0.86 0.06 -0.40 -0.19
C -1.669979 2.384573 -2.782040 -0.68 -0.07 0.40 0.31
C -2.954179 2.838763 -2.495210 -0.45 3.03 -1.46 -0.58
H -3.329209 5.140893 -4.891870 -0.26 0.16 0.28 0.38
H -1.237219 4.249343 -5.565860 0.54 0.19 0.12 0.35
H -0.014869 2.483573 -3.976540 0.13 0.66 -0.67 0.19
H -1.243129 1.542483 -2.257550 -0.03 -0.08 0.17 0.44
H -3.611989 2.464363 -1.724810 0.13 -0.33 0.15 0.46
N 0.261651 0.652503 3.547440 2.17 -1.58 -0.88 0.64
C 1.136101 1.159403 2.664620 1.76 2.40 -1.36 0.44
C 2.556201 1.103763 2.684660 -2.19 -1.41 0.59 -0.93
C 3.068431 0.222273 3.600080 1.72 0.68 0.70 -0.20
C 2.328611 -0.377487 4.610060 -1.72 1.19 -2.94 -0.31
C 0.922871 -0.215417 4.394770 0.12 -0.31 2.79 -1.20
H 0.805941 1.792323 1.854190 -0.72 -0.06 0.12 0.04
H 3.232811 1.608103 2.010690 -0.55 0.10 -0.37 0.48
H 4.142201 0.106843 3.590610 0.21 -0.18 0.16 0.42
H 2.939511 -0.922257 5.314630 -1.12 -0.51 0.47 0.43
H 0.331011 -0.760427 5.115230 -0.62 0.14 -0.10 0.63
N -1.346839 2.853993 2.270990 -0.09 1.98 -0.90 0.06
C -0.723059 3.672863 3.155430 0.29 -0.07 1.02 -0.05
C -0.385329 5.032483 3.003250 -1.61 -1.37 -0.65 -0.86
C -0.920069 5.641503 1.880610 0.82 -0.48 -0.44 -0.34
C -1.502449 4.850183 0.868520 0.27 -0.43 0.79 -0.58
C -1.655309 3.472673 1.072180 -0.22 0.60 0.72 -0.09
H -0.503249 3.205183 4.103780 0.23 -0.12 0.10 0.44
H 0.103651 5.625733 3.761760 0.07 -0.37 0.16 0.44
H -0.723489 6.700953 1.807570 -0.43 0.14 -0.52 0.41
H -1.821419 5.300093 -0.060050 -0.08 -0.13 -0.07 0.51
H -2.114439 2.875203 0.298460 0.11 -0.19 -0.08 0.27
C -2.470689 -3.990437 -1.481400 0.46 -0.75 0.76 0.53
Cl -3.893339 -4.602317 -0.665540 -0.79 0.49 0.37 -0.14
Cl -2.622639 -4.449477 -3.161280 0.50 0.18 -0.30 -0.12
Cl -1.108039 -4.776657 -0.607100 0.05 0.15 -0.88 -0.09
H -2.318829 -2.916357 -1.374620 -0.27 -0.21 -0.10 -0.18
C 2.263251 1.049863 -2.061680 0.16 -1.25 -0.16 0.54
Cl 3.863441 0.382923 -1.553570 -1.05 0.34 0.09 -0.15
Cl 2.390541 1.845603 -3.557660 0.77 0.56 -1.95 -0.14
Cl 1.533771 2.190053 -0.996890 -0.23 0.60 1.68 -0.09
H 1.523991 0.265843 -2.225720 0.49 -0.36 0.47 -0.16
C 0.052021 -4.550427 2.659670 -0.44 -1.07 -0.68 0.88
Cl -1.696559 -5.051877 2.679360 1.17 0.50 0.02 -0.12
Cl 1.052281 -5.865707 3.293480 -0.11 0.15 0.00 -0.13
Cl 0.317801 -3.072837 3.495470 0.08 0.76 0.92 -0.04
H 0.420941 -4.324997 1.659090 -0.66 -0.47 -0.13 -0.60

---

39
Properties=species:S:1:pos:R:3:forces:R:3:mulliken_charge:R:1 method="wB97M-V/def2-TZVPD" homo_energy_ev=-11.073 homo_lumo_gap_ev=4.866 charge=+1 e_lumo_ev=-6.2073
C -4.080205 -0.800930 -0.261406 0.19 -0.11 -0.18 -1.20
C -3.184357 0.218389 0.345403 0.53 0.51 0.67 0.40
N -1.873044 0.185493 0.568538 -0.61 -0.07 -0.33 -0.47
C -1.555321 1.368112 1.221100 -2.07 0.30 -0.22 0.40
C -2.707666 2.114387 1.400195 0.34 -0.52 -0.44 0.01
C -2.974418 3.411608 2.035865 -0.11 0.46 0.28 -1.29
N -3.723813 1.379199 0.830201 0.84 -0.38 0.05 -0.03
H -3.479563 -1.695357 -0.463557 -0.42 0.13 -0.04 0.30
H -4.929846 -1.033000 0.406217 0.49 -0.04 -0.23 0.34
H -4.501271 -0.393093 -1.191003 0.12 -0.33 0.09 0.31
H -0.568255 1.637628 1.542437 0.07 0.00 0.06 0.09
H -2.051745 3.730267 2.506613 0.00 0.32 0.18 0.30
H -3.300520 4.186237 1.328432 0.14 -0.22 0.09 0.31
H -3.753147 3.318030 2.803056 0.20 0.07 -0.06 0.35
H -4.708545 1.609827 0.820769 0.27 0.04 0.04 0.23
F 2.831367 -2.805445 -4.073147 -0.80 1.29 0.65 -0.28
C 2.108006 -1.747055 -3.579747 0.32 -0.86 -0.28 0.29
C 1.316868 -1.027111 -4.481108 0.16 0.97 0.85 -0.61
C 0.633109 0.082019 -3.948609 -0.38 0.30 -1.38 0.29
F -0.063365 0.886555 -4.820141 0.79 -1.02 1.06 -0.28
C 0.614278 0.388169 -2.606843 -0.27 -0.41 0.54 -0.73
C 1.337448 -0.423254 -1.690028 0.17 -0.43 -1.46 1.08
C 1.176810 -0.096804 -0.325882 0.94 -0.27 -0.12 0.55
C 1.988704 -0.532796 0.746285 0.49 -0.64 0.81 1.16
C 1.916221 0.223321 1.943153 -0.62 -0.48 -0.29 -0.48
C 2.558385 -0.202866 3.089246 0.29 -0.35 0.72 -0.66
C 3.329036 -1.380886 3.122263 -0.32 0.80 -1.32 -0.47
C 3.494158 -2.062558 1.901088 0.43 -0.56 0.43 0.15
F 4.298648 -3.168351 1.894205 -0.90 1.06 -0.10 -0.28
C 2.844582 -1.692930 0.746198 -0.47 0.18 0.06 -0.61
C 2.163623 -1.471698 -2.224819 -0.70 0.35 -0.22 -0.85
H 1.317564 -1.241203 -5.544463 -0.10 -0.04 0.15 0.49
H 0.010132 1.201669 -2.206514 0.07 -0.14 -0.35 0.48
H 0.374258 0.601939 -0.102747 0.24 0.05 0.02 -0.33
H 1.247065 1.084866 1.944658 0.46 -0.20 0.22 0.30
H 2.407867 0.349118 4.014565 0.14 -0.06 -0.20 0.39
H 3.821841 -1.737858 4.015306 -0.07 0.00 0.03 0.48
H 2.899689 -2.359715 -0.109106 0.16 0.18 0.81 0.56
H 2.765425 -2.103921 -1.596675 -0.02 0.13 -0.60 0.30

---

10
Properties=species:S:1:pos:R:3:forces:R:3:mulliken_charge:R:1 method="wB97M-V/def2-TZVPD" homo_energy_ev=-9.126 homo_lumo_gap_ev=8.474 de_lowest_ev=1.727 charge=0 e_lumo_ev=-0.6513
N -1.076341 -1.817292 1.312921 0.32 0.89 -0.28 -0.50
N 0.840602 -0.139051 0.290600 -0.67 -1.42 1.44 -0.49
N -0.718845 2.080879 -1.874637 0.12 -0.95 -1.69 -0.65
P 0.346196 -1.333747 1.188719 0.19 0.18 -1.30 0.72
Cl 1.907328 -2.536423 1.812313 -0.62 0.41 0.05 -0.20
H -1.466572 -2.501283 1.906555 -0.17 -0.74 0.57 0.26
H 1.829128 -0.271865 0.445861 0.90 0.65 -0.49 0.21
H -0.047642 2.585759 -2.473191 0.00 -1.61 0.69 0.20
H -0.593244 1.198781 -1.364523 1.04 0.72 -0.94 0.27
H -1.020609 2.734243 -1.244618 -1.12 1.86 1.94 0.19

---

Question: The lowest charge belongs to which entry?
Answer: ClH5N3P